[1]
Molecular formula: C46H126N6O25
Method: DFT, the ωB97M-V functional and the def2-TZVPD basis

Summary:
Lowest unoccupied orbital energy = 0.192 eV
Net charge = 0
Electronic energy = -4037.4447 Eh
Relative energy (zero: lowest compared OMol25 entry of this formula, charge and spin) = 0.000 eV
HOMO level = -8.53 eV
Orbital gap = 0.321 Ha

Atoms and positions in Å:
C: -5.89 1.95 -0.64
C: -7.18 1.57 0.04
O: -7.33 0.18 0.33
O: -5.86 1.44 -1.99
H: -4.96 1.63 -0.21
H: -5.72 3.02 -0.62
H: -8.02 1.90 -0.57
H: -7.36 2.13 0.95
H: -7.07 -0.41 -0.39
H: -6.35 1.99 -2.61
C: 4.09 0.19 3.87
C: 3.37 1.43 3.31
O: 4.01 1.77 2.10
O: 5.43 0.27 3.43
H: 3.60 -0.73 3.55
H: 4.10 0.20 4.98
H: 3.39 2.28 4.04
H: 2.33 1.21 3.15
H: 4.96 1.77 2.25
H: 5.57 -0.30 2.67
C: -2.41 5.15 1.93
C: -2.97 3.78 2.05
O: -4.36 3.89 1.65
O: -3.02 6.08 2.83
H: -2.57 5.42 0.90
H: -1.34 5.15 2.16
H: -2.72 3.44 3.09
H: -2.52 3.07 1.36
H: -4.87 3.18 2.06
H: -3.94 6.05 2.57
C: -6.02 -1.73 -3.45
C: -6.17 -2.81 -2.43
O: -6.48 -2.08 -1.18
O: -4.89 -0.88 -3.29
H: -6.89 -1.10 -3.25
H: -6.03 -2.17 -4.42
H: -5.24 -3.38 -2.41
H: -6.97 -3.49 -2.72
H: -6.17 -2.61 -0.42
H: -5.18 -0.09 -2.82
C: 5.75 -1.99 0.38
C: 7.21 -2.46 0.71
O: 7.49 -2.47 2.05
O: 5.55 -0.58 0.71
H: 5.04 -2.57 0.99
H: 5.48 -2.20 -0.64
H: 7.93 -1.88 0.13
H: 7.28 -3.49 0.34
H: 7.26 -1.61 2.43
H: 4.70 -0.26 0.30
C: -1.07 -3.42 1.78
C: -0.56 -4.89 1.83
O: 0.35 -5.10 0.78
O: 0.02 -2.57 2.11
H: -1.95 -3.33 2.44
H: -1.41 -3.19 0.77
H: -1.37 -5.61 1.64
H: -0.11 -5.08 2.80
H: 0.96 -4.35 0.95
H: -0.06 -1.69 1.61
C: 5.93 2.36 -0.61
C: 6.32 3.47 0.35
O: 6.67 3.05 1.63
O: 6.92 1.43 -0.96
H: 5.64 2.88 -1.53
H: 5.03 1.94 -0.17
H: 5.45 4.11 0.38
H: 7.09 4.13 -0.02
H: 7.58 2.73 1.59
H: 6.77 0.60 -0.46
C: -5.72 -2.30 2.95
C: -6.25 -0.95 3.47
O: -5.91 0.13 2.67
O: -6.35 -2.78 1.73
H: -5.74 -3.04 3.74
H: -4.69 -2.08 2.67
H: -5.77 -0.71 4.45
H: -7.33 -0.97 3.69
H: -6.47 0.13 1.85
H: -7.29 -2.86 1.78
C: 4.26 -2.63 -3.30
C: 3.20 -3.42 -4.06
C: 3.62 -3.76 -5.49
O: 2.51 -4.45 -6.05
C: 2.94 -5.11 -7.22
N: 2.87 -4.59 -3.29
H: 3.85 -2.43 -2.32
H: 4.47 -1.73 -3.88
H: 5.23 -3.14 -3.29
H: 2.28 -2.85 -4.21
H: 4.43 -4.47 -5.44
H: 3.83 -2.92 -6.14
H: 3.69 -5.91 -7.06
H: 3.37 -4.44 -7.97
H: 2.07 -5.60 -7.63
H: 3.70 -5.15 -3.23
H: 2.18 -5.15 -3.79
C: -2.74 -4.42 -1.52
C: -1.46 -4.30 -2.39
C: -0.57 -3.20 -1.90
O: -1.19 -1.95 -1.78
C: -1.36 -1.34 -3.06
N: -0.72 -5.59 -2.49
H: -3.35 -5.24 -1.87
H: -3.26 -3.47 -1.45
H: -2.41 -4.79 -0.56
H: -1.75 -4.10 -3.43
H: 0.28 -3.19 -2.63
H: -0.22 -3.45 -0.91
H: -1.33 -0.26 -2.93
H: -2.28 -1.66 -3.58
H: -0.48 -1.53 -3.69
H: -0.47 -5.90 -1.56
H: 0.12 -5.37 -3.02
C: -0.78 4.73 -6.01
C: -0.50 3.53 -5.03
C: -1.64 3.45 -4.05
O: -1.20 2.63 -2.98
C: -2.28 2.11 -2.22
N: -0.27 2.30 -5.86
H: -1.80 4.62 -6.46
H: -0.07 4.64 -6.84
H: -0.77 5.77 -5.59
H: 0.44 3.77 -4.52
H: -2.61 3.11 -4.49
H: -1.79 4.47 -3.66
H: -2.76 2.90 -1.63
H: -1.89 1.36 -1.54
H: -3.00 1.60 -2.85
H: -0.36 1.53 -5.23
H: -0.95 2.22 -6.63
C: 3.41 3.19 -5.32
O: 3.80 3.56 -4.00
C: 3.90 4.99 -3.87
C: 2.64 5.56 -3.21
N: 2.49 5.12 -1.85
C: 1.67 3.94 -1.55
C: 0.42 4.36 -0.84
O: 0.71 5.22 0.27
C: 1.43 4.56 1.26
H: 2.48 3.61 -5.71
H: 3.24 2.10 -5.32
H: 4.23 3.36 -6.02
H: 4.05 5.46 -4.81
H: 4.77 5.37 -3.37
H: 1.77 5.30 -3.82
H: 2.79 6.65 -3.25
H: 2.15 5.87 -1.27
H: 2.28 3.24 -0.98
H: 1.32 3.47 -2.47
H: -0.15 3.50 -0.42
H: -0.27 4.92 -1.47
H: 0.93 3.64 1.64
H: 1.58 5.15 2.16
H: 2.39 4.21 0.90
C: -3.79 -1.05 0.15
O: -3.00 0.14 0.34
C: -2.40 0.29 1.64
C: -1.00 0.74 1.38
N: -0.21 -0.30 0.69
C: 1.05 0.25 0.15
C: 1.91 -0.82 -0.55
O: 3.16 -0.34 -0.96
C: 3.04 0.36 -2.21
H: -3.14 -1.91 0.31
H: -4.07 -1.09 -0.90
H: -4.73 -1.09 0.69
H: -2.41 -0.63 2.27
H: -3.00 1.06 2.15
H: -0.41 1.05 2.29
H: -1.05 1.64 0.78
H: -0.81 -0.71 -0.05
H: 1.60 0.61 1.04
H: 0.92 1.08 -0.48
H: 1.36 -1.21 -1.41
H: 2.06 -1.66 0.10
H: 2.39 1.21 -2.06
H: 2.68 -0.34 -2.95
H: 4.05 0.69 -2.47
C: 0.39 -1.84 10.91
O: 0.94 -2.00 9.63
C: 1.51 -0.81 9.13
C: 1.55 -0.88 7.64
N: 0.18 -0.90 7.04
C: 0.18 -1.17 5.63
C: -1.22 -1.06 5.14
O: -1.98 -2.02 5.82
C: -3.32 -2.07 5.39
H: 1.12 -1.30 11.50
H: 0.24 -2.85 11.33
H: -0.57 -1.34 11.06
H: 2.58 -0.81 9.48
H: 1.02 0.08 9.59
H: 2.11 -1.81 7.39
H: 2.14 -0.04 7.24
H: -0.42 -1.55 7.52
H: 0.59 -2.14 5.26
H: 0.75 -0.34 5.17
H: -1.16 -1.24 4.05
H: -1.59 -0.04 5.34
H: -3.76 -3.02 5.65
H: -3.40 -2.08 4.33
H: -3.93 -1.23 5.71

These are the Löwdin partial charges, in e, on atoms 1 to 6: number 1, C, carries -0.19; number 2, C, carries -0.20; number 3, O, carries -0.08; number 4, O, carries -0.08; number 5, H, carries 0.10; number 6, H, carries 0.12

---

[2]
Molecular formula: C46H128N10O16
Method: DFT, the ωB97M-V functional and the def2-TZVPD basis

Summary:
Lowest unoccupied orbital energy = 0.319 eV
Net charge = 0
Electronic energy = -3580.4777 Eh
Relative energy (zero: lowest compared OMol25 entry of this formula, charge and spin) = 3.232 eV
HOMO level = -8.34 eV
Orbital gap = 0.318 Ha

Atoms and positions in Å:
C: -3.38 -0.61 4.38
C: -3.23 -1.29 5.72
O: -3.70 -0.47 6.79
O: -2.50 0.48 4.19
H: -4.42 -0.31 4.21
H: -3.28 -1.33 3.56
H: -2.20 -1.62 5.91
H: -3.81 -2.20 5.60
H: -3.68 -0.99 7.59
H: -2.68 1.14 4.85
C: 4.63 0.37 -2.45
C: 5.18 1.18 -3.63
O: 5.99 0.40 -4.48
O: 3.77 -0.70 -2.90
H: 4.14 1.15 -1.87
H: 5.40 -0.03 -1.78
H: 5.78 1.99 -3.20
H: 4.44 1.81 -4.12
H: 5.41 -0.26 -4.89
H: 4.36 -1.45 -2.98
C: 5.16 -1.83 1.29
C: 4.01 -0.87 1.46
O: 4.33 0.54 1.56
O: 6.03 -1.84 2.42
H: 5.65 -1.81 0.32
H: 4.70 -2.82 1.25
H: 3.44 -1.10 2.36
H: 3.35 -0.95 0.60
H: 4.46 0.72 2.50
H: 6.34 -0.95 2.62
C: -1.02 7.37 -4.46
C: -1.47 6.75 -3.09
C: -0.31 6.73 -2.06
O: 0.94 6.23 -2.61
C: 1.04 4.84 -2.69
N: -2.60 7.50 -2.63
H: -0.47 8.31 -4.40
H: -1.86 7.56 -5.13
H: -0.33 6.65 -4.88
H: -1.91 5.75 -3.16
H: -0.61 6.08 -1.23
H: 0.04 7.69 -1.67
H: 0.04 4.41 -2.79
H: 1.49 4.42 -1.79
H: 1.61 4.65 -3.60
H: -3.34 7.49 -3.32
H: -2.47 8.50 -2.57
C: 3.65 4.43 -0.07
C: 4.66 4.67 1.05
C: 5.87 3.77 0.89
O: 6.60 4.00 -0.25
C: 7.72 3.17 -0.43
N: 4.99 6.08 1.20
H: 3.38 3.38 -0.15
H: 4.08 4.80 -1.00
H: 2.73 5.00 0.08
H: 4.12 4.33 1.93
H: 5.60 2.71 0.85
H: 6.59 3.88 1.71
H: 8.27 3.08 0.52
H: 8.37 3.67 -1.14
H: 7.40 2.16 -0.69
H: 5.32 6.37 0.28
H: 5.88 6.21 1.67
C: 2.94 -7.01 0.10
C: 1.80 -7.43 -0.84
C: 1.45 -6.31 -1.86
O: 0.90 -5.16 -1.25
C: 1.79 -4.10 -0.99
N: 2.18 -8.68 -1.53
H: 3.27 -7.80 0.78
H: 2.67 -6.20 0.79
H: 3.83 -6.71 -0.45
H: 1.02 -7.75 -0.15
H: 0.68 -6.61 -2.58
H: 2.33 -6.05 -2.45
H: 2.47 -3.86 -1.81
H: 2.39 -4.44 -0.15
H: 1.21 -3.22 -0.71
H: 1.36 -8.86 -2.10
H: 2.30 -9.36 -0.80
C: -0.32 3.72 1.33
C: -0.14 3.30 2.78
C: -1.39 3.66 3.62
O: -1.58 5.04 3.47
C: -2.69 5.56 4.19
N: 0.07 1.86 2.82
H: -0.53 4.77 1.15
H: -1.14 3.18 0.85
H: 0.59 3.58 0.75
H: 0.71 3.72 3.31
H: -1.22 3.48 4.69
H: -2.27 3.13 3.24
H: -2.71 6.65 4.16
H: -2.62 5.26 5.23
H: -3.62 5.29 3.68
H: 0.09 1.42 1.91
H: -0.69 1.40 3.31
C: -2.93 -6.18 -2.28
C: -2.91 -5.18 -1.14
C: -2.63 -5.92 0.18
O: -3.79 -6.58 0.68
C: -3.47 -7.48 1.74
N: -1.92 -4.14 -1.32
H: -3.75 -6.89 -2.14
H: -2.02 -6.77 -2.36
H: -3.15 -5.77 -3.27
H: -3.91 -4.75 -1.06
H: -2.35 -5.08 0.82
H: -1.78 -6.60 0.07
H: -4.41 -8.00 1.92
H: -3.26 -6.92 2.66
H: -2.80 -8.29 1.45
H: -1.00 -4.55 -1.26
H: -1.99 -3.47 -0.55
C: 0.10 -1.66 2.10
C: -1.14 -1.21 1.29
C: -0.69 -0.60 -0.04
O: 0.12 0.53 0.25
C: 0.96 0.91 -0.84
N: -2.06 -2.36 1.10
H: 0.80 -2.37 1.66
H: -0.22 -2.04 3.07
H: 0.72 -0.82 2.42
H: -1.65 -0.42 1.84
H: -1.50 -0.32 -0.71
H: -0.16 -1.38 -0.59
H: 0.45 1.04 -1.80
H: 1.73 0.15 -1.03
H: 1.42 1.83 -0.49
H: -2.27 -2.81 1.99
H: -2.98 -2.21 0.69
C: -2.20 4.57 -6.93
C: -0.74 4.21 -7.14
C: -0.33 3.19 -6.01
O: 1.04 2.91 -6.09
C: 1.45 1.92 -5.12
N: -0.71 3.61 -8.49
H: -2.51 5.33 -7.65
H: -2.30 5.18 -6.02
H: -2.93 3.77 -6.81
H: -0.17 5.13 -7.14
H: -0.92 2.28 -6.12
H: -0.56 3.58 -5.02
H: 1.02 1.00 -5.52
H: 0.98 2.09 -4.15
H: 2.52 1.78 -5.25
H: -0.76 4.41 -9.11
H: 0.22 3.25 -8.64
C: 1.80 -4.17 4.66
C: 2.75 -3.04 5.10
C: 2.09 -1.94 5.94
O: 3.03 -0.91 6.24
C: 2.49 0.24 6.83
N: 3.80 -3.72 5.87
H: 1.02 -3.64 4.11
H: 1.40 -4.70 5.52
H: 2.22 -4.91 3.98
H: 3.29 -2.60 4.26
H: 1.72 -2.28 6.91
H: 1.32 -1.43 5.34
H: 1.60 0.56 6.27
H: 3.24 1.03 6.79
H: 2.22 0.13 7.88
H: 4.30 -3.07 6.46
H: 4.46 -4.03 5.17
C: -7.13 -2.11 1.15
C: -5.69 -2.22 1.57
C: -5.39 -3.55 2.23
O: -5.12 -3.31 3.58
C: -4.65 -4.53 4.22
N: -4.86 -1.97 0.40
H: -7.79 -2.09 2.03
H: -7.41 -2.94 0.50
H: -7.41 -1.18 0.65
H: -5.53 -1.47 2.35
H: -4.53 -4.00 1.71
H: -6.21 -4.26 2.06
H: -4.76 -4.32 5.29
H: -3.64 -4.81 3.95
H: -5.29 -5.39 4.00
H: -5.08 -0.99 0.26
H: -5.31 -2.44 -0.38
C: -3.44 3.11 -3.67
C: -3.87 1.97 -2.66
C: -3.27 0.61 -3.14
O: -1.88 0.76 -3.22
C: -1.26 -0.46 -3.64
N: -3.42 2.34 -1.34
H: -3.85 2.92 -4.66
H: -2.37 3.22 -3.87
H: -3.83 4.03 -3.23
H: -4.96 1.99 -2.59
H: -3.65 0.29 -4.11
H: -3.56 -0.15 -2.41
H: -1.45 -1.27 -2.93
H: -0.19 -0.25 -3.77
H: -1.50 -0.80 -4.65
H: -3.49 3.34 -1.25
H: -2.46 2.02 -1.30

These are the Löwdin partial charges, in e, on atoms 1 to 6: number 1, C, carries -0.24; number 2, C, carries -0.23; number 3, O, carries -0.05; number 4, O, carries -0.07; number 5, H, carries 0.12; number 6, H, carries 0.10